{"formula": "C16H34HfP2", "method": "ωB97M-V/def2-TZVPD", "elements": ["P", "P", "C", "C", "H", "H", "H", "H", "C", "H", "H", "H", "C", "H", "H", "H", "C", "H", "H", "H", "C", "H", "H", "H", "Hf", "C", "C", "C", "C", "C", "C", "C", "C", "C", "H", "H", "H", "H", "H", "H", "H", "H", "H", "H", "H", "H", "H", "H", "H", "C", "H", "H", "H"], "xyz": [[0.432, -1.994, -1.746], [0.307, 1.715, -1.215], [-0.155, -0.623, -2.883], [0.719, 0.611, -2.762], [-1.212, -0.386, -2.676], [-0.163, -0.982, -3.934], [1.784, 0.373, -2.643], [0.628, 1.257, -3.657], [-1.142, 2.499, -2.261], [-1.549, 3.386, -1.733], [-2.008, 1.823, -2.360], [-0.834, 2.816, -3.261], [1.526, 3.056, -1.394], [1.400, 3.607, -2.337], [2.516, 2.592, -1.375], [1.443, 3.741, -0.548], [-0.742, -3.295, -2.227], [-0.571, -4.082, -1.500], [-0.606, -3.670, -3.241], [-1.767, -2.950, -2.113], [1.967, -2.620, -2.539], [2.777, -1.877, -2.649], [1.769, -3.026, -3.551], [2.358, -3.436, -1.910], [2.141, -0.113, 3.591], [-0.813, 2.369, 0.094], [-1.796, 1.680, 0.623], [-2.281, 0.380, 0.102], [-2.213, -0.845, 1.072], [-1.543, -1.963, 0.317], [-0.173, -1.753, -0.101], [0.726, -0.473, 0.566], [0.447, 0.740, 1.390], [0.285, -0.957, 4.319], [-0.322, 3.122, 0.714], [-1.907, 1.748, 1.712], [-2.004, -0.015, -0.941], [-3.372, 0.552, 0.118], [-1.870, -0.512, 2.087], [-3.278, -1.165, 1.133], [-1.864, -3.018, 0.342], [0.354, -2.649, 0.441], [1.265, -0.092, -0.363], [1.584, -1.056, 0.978], [-0.101, 0.731, 2.367], [1.333, 1.438, 1.401], [0.199, -1.128, 5.415], [0.065, -1.914, 3.816], [-0.542, -0.299, 4.014], [1.784, 1.394, 5.136], [1.100, 2.114, 4.673], [2.619, 2.036, 5.426], [1.299, 1.109, 6.072]], "charge": 2, "e_tot_ev": -36997.462, "gap_ev": [3.39, 3.76], "de_lowest_kj_mol": 1099.7, "multiplicity": 1}

---

{"formula": "C16H34MgO14", "method": "ωB97M-V/def2-TZVPD", "elements": ["Mg", "C", "C", "O", "H", "H", "H", "H", "H", "C", "C", "O", "H", "H", "H", "H", "H", "C", "O", "C", "O", "O", "C", "H", "H", "H", "H", "H", "H", "C", "O", "C", "O", "O", "C", "H", "H", "H", "H", "H", "H", "C", "O", "C", "O", "O", "C", "H", "H", "H", "H", "H", "H", "C", "O", "C", "O", "O", "C", "H", "H", "H", "H", "H", "H"], "xyz": [[-12.155, -1.889, -28.028], [-12.139, -3.532, -31.560], [-11.638, -4.176, -30.274], [-11.513, -3.301, -29.247], [-13.092, -3.020, -31.367], [-12.321, -4.265, -32.353], [-11.474, -2.749, -31.928], [-10.656, -4.655, -30.493], [-12.303, -5.042, -30.043], [-10.737, 1.782, -29.431], [-11.414, 0.509, -29.917], [-12.139, -0.137, -28.941], [-9.814, 1.561, -28.885], [-11.400, 2.382, -28.806], [-10.479, 2.432, -30.276], [-10.665, -0.158, -30.378], [-12.100, 0.780, -30.745], [-12.335, -6.171, -26.717], [-12.520, -5.471, -25.477], [-12.415, -4.141, -25.520], [-12.412, -3.497, -26.527], [-12.349, -3.594, -24.322], [-12.428, -4.402, -23.155], [-11.287, -6.460, -26.804], [-12.624, -5.569, -27.574], [-12.925, -7.082, -26.655], [-11.645, -5.157, -23.154], [-13.398, -4.898, -23.123], [-12.330, -3.730, -22.311], [-9.714, -0.587, -24.749], [-8.759, -0.824, -25.786], [-9.254, -1.310, -26.916], [-10.382, -1.719, -27.043], [-8.331, -1.286, -27.853], [-8.627, -2.048, -29.026], [-10.142, 0.412, -24.880], [-9.165, -0.631, -23.814], [-10.538, -1.299, -24.765], [-9.090, -3.003, -28.788], [-7.689, -2.201, -29.556], [-9.306, -1.520, -29.691], [-13.626, 0.261, -22.919], [-13.281, -0.568, -24.037], [-13.127, -0.021, -25.234], [-12.867, -0.653, -26.220], [-13.310, 1.294, -25.224], [-13.045, 1.933, -26.472], [-13.783, -0.405, -22.081], [-14.505, 0.858, -23.153], [-12.816, 0.962, -22.708], [-13.873, 1.819, -27.170], [-12.162, 1.516, -26.956], [-12.865, 2.986, -26.268], [-15.449, -0.003, -28.826], [-15.980, -1.253, -29.229], [-15.226, -2.287, -28.907], [-14.164, -2.193, -28.340], [-15.818, -3.400, -29.282], [-15.091, -4.599, -28.996], [-15.482, 0.089, -27.736], [-15.989, 0.809, -29.298], [-14.386, 0.085, -29.091], [-14.778, -4.581, -27.950], [-14.223, -4.703, -29.639], [-15.790, -5.419, -29.131]], "charge": 0, "e_tot_ev": -51255.794, "gap_ev": 7.47, "de_lowest_kj_mol": 29.8, "multiplicity": 1}

---

{"formula": "C16H34NO4S2", "method": "ωB97M-V/def2-TZVPD", "elements": ["C", "C", "C", "C", "C", "C", "C", "C", "C", "C", "C", "C", "C", "C", "C", "C", "S", "O", "O", "N", "S", "O", "O", "H", "H", "H", "H", "H", "H", "H", "H", "H", "H", "H", "H", "H", "H", "H", "H", "H", "H", "H", "H", "H", "H", "H", "H", "H", "H", "H", "H", "H", "H", "H", "H", "H", "H"], "xyz": [[5.322, -1.077, 1.793], [5.294, -2.319, 0.824], [5.228, -1.929, -0.700], [3.827, -2.296, -1.314], [2.806, -1.174, -0.851], [2.730, 0.042, -1.842], [1.231, 0.507, -1.964], [0.972, 2.032, -1.690], [1.805, 2.654, -0.525], [1.700, 1.896, 0.836], [0.362, 2.225, 1.608], [-0.614, 0.999, 1.372], [-2.101, 1.463, 1.633], [-2.911, 1.651, 0.301], [-3.708, 0.321, -0.025], [-5.192, 0.738, -0.343], [-6.290, -0.727, -0.541], [-6.023, -1.249, -1.923], [-7.703, -0.229, -0.494], [-5.966, -1.837, 0.671], [-7.200, -2.976, 0.713], [-7.163, -3.738, 1.999], [-7.083, -3.892, -0.454], [6.015, -1.280, 2.636], [5.601, -0.134, 1.285], [4.313, -0.944, 2.233], [4.461, -2.978, 1.136], [6.248, -2.880, 0.953], [5.997, -2.460, -1.301], [5.386, -0.837, -0.820], [3.518, -3.284, -0.918], [3.816, -2.309, -2.422], [3.099, -0.882, 0.183], [1.825, -1.692, -0.739], [3.039, -0.363, -2.836], [3.442, 0.854, -1.608], [0.526, -0.110, -1.368], [0.931, 0.329, -3.025], [-0.101, 2.122, -1.390], [1.050, 2.622, -2.632], [1.390, 3.677, -0.353], [2.862, 2.824, -0.835], [2.531, 2.285, 1.479], [1.884, 0.809, 0.739], [-0.113, 3.155, 1.225], [0.510, 2.271, 2.705], [-0.548, 0.638, 0.324], [-0.340, 0.141, 2.022], [-2.053, 2.469, 2.114], [-2.563, 0.726, 2.321], [-2.279, 1.920, -0.568], [-3.664, 2.451, 0.464], [-3.720, -0.362, 0.850], [-3.238, -0.237, -0.859], [-5.186, 1.320, -1.287], [-5.574, 1.336, 0.506], [-8.388, -2.281, 0.703]], "charge": -1, "e_tot_ev": -48493.159, "gap_ev": 7.62, "multiplicity": 1}

---

{"formula": "C16H35Cl2NO5PdSSi", "method": "ωB97M-V/def2-TZVPD", "elements": ["Pd", "N", "C", "C", "C", "O", "O", "H", "H", "H", "H", "H", "H", "Cl", "C", "Cl", "H", "H", "C", "C", "C", "C", "O", "Si", "S", "O", "C", "C", "C", "C", "O", "C", "C", "C", "C", "H", "H", "H", "H", "H", "H", "H", "H", "H", "H", "H", "H", "H", "H", "H", "H", "H", "H", "H", "H", "H", "H", "H", "H", "H", "H", "H"], "xyz": [[-0.813, 3.464, 2.567], [0.799, 2.421, 3.521], [0.790, 1.945, 4.898], [-0.521, 1.250, 5.241], [-1.690, 2.284, 5.308], [-2.117, 2.557, 6.438], [-2.111, 2.728, 4.211], [0.693, 1.632, 2.871], [1.684, 2.871, 3.306], [0.925, 2.803, 5.569], [1.630, 1.246, 5.060], [-0.438, 0.770, 6.218], [-0.746, 0.495, 4.483], [-2.535, 4.396, 1.441], [0.366, 4.559, 1.374], [2.082, 4.692, 1.899], [0.028, 5.598, 1.331], [0.415, 4.157, 0.359], [0.089, -4.279, 0.900], [-0.541, -3.298, -0.099], [-0.225, -3.750, -1.528], [-2.059, -3.258, 0.112], [0.018, -2.044, 0.167], [-0.075, -0.592, -0.623], [0.169, 0.880, 0.761], [-1.457, -0.707, -1.529], [-1.917, 0.133, -2.558], [-3.448, 0.046, -2.559], [-1.493, 1.587, -2.352], [-1.364, -0.382, -3.897], [1.085, -0.618, -1.836], [2.462, -0.342, -1.721], [2.700, 1.173, -1.680], [3.126, -0.936, -2.973], [3.062, -0.990, -0.470], [-0.324, -5.280, 0.768], [-0.107, -3.938, 1.915], [1.168, -4.312, 0.756], [-0.618, -4.750, -1.712], [0.854, -3.753, -1.684], [-0.665, -3.047, -2.231], [-2.499, -4.240, -0.070], [-2.489, -2.524, -0.564], [-2.277, -2.944, 1.131], [-3.832, 0.449, -1.624], [-3.770, -0.992, -2.649], [-3.859, 0.621, -3.390], [-1.799, 1.933, -1.367], [-1.946, 2.223, -3.113], [-0.410, 1.668, -2.412], [-1.734, -1.389, -4.100], [-0.279, -0.422, -3.830], [-1.660, 0.277, -4.714], [2.337, 1.634, -2.601], [3.762, 1.392, -1.561], [2.148, 1.587, -0.838], [2.708, -0.472, -3.866], [2.933, -2.008, -3.020], [4.202, -0.762, -2.949], [2.622, -0.528, 0.411], [4.145, -0.860, -0.451], [2.819, -2.051, -0.447]], "charge": -2, "e_tot_ev": -76134.109, "gap_ev": 6.29, "multiplicity": 1}

---

{"formula": "C16H35FNO25PS6Si", "method": "ωB97M-V/def2-TZVPD", "elements": ["C", "Si", "C", "C", "P", "F", "N", "C", "O", "H", "H", "H", "H", "H", "H", "H", "H", "H", "H", "H", "O", "S", "O", "O", "C", "C", "O", "H", "H", "H", "H", "O", "S", "O", "O", "C", "C", "O", "H", "H", "H", "H", "O", "S", "O", "O", "C", "C", "O", "H", "H", "H", "H", "O", "S", "O", "O", "C", "C", "O", "H", "H", "H", "H", "O", "S", "O", "O", "C", "C", "O", "H", "H", "H", "H", "O", "S", "O", "O", "C", "C", "O", "H", "H", "H", "H"], "xyz": [[-2.328, -5.071, -4.377], [-2.249, -3.164, -4.134], [-2.290, -2.392, -5.871], [-3.754, -2.730, -3.062], [-0.280, -2.812, -3.097], [1.243, -2.559, -2.350], [-0.637, -1.086, -2.863], [0.402, -0.430, -3.043], [1.329, 0.110, -3.503], [-3.185, -5.503, -3.817], [-1.429, -5.582, -3.955], [-2.382, -5.305, -5.456], [-2.565, -3.191, -6.586], [-1.264, -2.040, -6.122], [-3.032, -1.579, -5.980], [-3.724, -3.323, -2.127], [-4.643, -3.046, -3.658], [-3.865, -1.649, -2.853], [-0.593, -3.837, -2.153], [0.379, -3.224, -4.299], [1.522, 4.289, 1.745], [0.878, 3.077, 1.378], [-0.236, 2.569, 2.082], [1.997, 1.925, 1.275], [1.999, 1.358, -0.040], [1.526, 2.471, -0.951], [0.511, 3.149, -0.203], [1.304, 0.515, -0.049], [2.994, 1.007, -0.302], [1.126, 2.098, -1.891], [2.329, 3.183, -1.156], [5.159, -0.875, -2.747], [5.467, -0.513, -1.412], [4.591, -0.769, -0.326], [5.866, 1.049, -1.394], [7.187, 1.207, -0.868], [7.904, -0.082, -1.216], [6.919, -1.105, -1.044], [7.110, 1.338, 0.214], [7.668, 2.079, -1.304], [8.764, -0.266, -0.577], [8.221, -0.089, -2.262], [0.352, 2.307, 3.962], [0.790, 1.067, 4.498], [1.032, -0.067, 3.679], [-0.218, 0.645, 5.686], [0.511, 0.477, 6.907], [1.698, 1.407, 6.787], [2.095, 1.320, 5.411], [0.832, -0.566, 6.973], [-0.117, 0.716, 7.761], [2.511, 1.126, 7.432], [1.413, 2.443, 6.991], [1.809, 0.714, 11.729], [2.586, 0.288, 10.624], [2.263, 0.644, 9.283], [2.752, -1.309, 10.708], [4.142, -1.651, 10.754], [4.815, -0.464, 11.410], [4.122, 0.677, 10.892], [4.493, -1.790, 9.728], [4.288, -2.572, 11.313], [5.876, -0.406, 11.179], [4.680, -0.479, 12.494], [-2.831, 5.411, -5.672], [-2.355, 4.177, -5.157], [-2.110, 3.051, -5.985], [-3.321, 3.732, -3.947], [-2.557, 3.576, -2.746], [-1.395, 4.536, -2.897], [-1.035, 4.460, -4.281], [-2.212, 2.541, -2.692], [-3.167, 3.799, -1.874], [-0.552, 4.269, -2.264], [-1.699, 5.563, -2.682], [-5.998, -3.491, -5.126], [-7.367, -3.160, -5.318], [-8.330, -4.116, -5.727], [-7.440, -1.889, -6.302], [-8.126, -0.812, -5.656], [-7.860, -1.012, -4.178], [-7.905, -2.430, -3.989], [-9.190, -0.899, -5.884], [-7.756, 0.145, -6.017], [-8.599, -0.517, -3.551], [-6.861, -0.665, -3.904]], "charge": 0, "e_tot_ev": -154725.556, "gap_ev": 9.09, "smiles": "C[Si](C)(C)[PH2](F)N=C=O.O=S1(=O)OCCO1.O=S1(=O)OCCO1.O=S1(=O)OCCO1.O=S1(=O)OCCO1.O=S1(=O)OCCO1.O=S1(=O)OCCO1", "multiplicity": 1}

---

{"formula": "C16H35FeNO6P2S3Se", "method": "ωB97M-V/def2-TZVPD", "elements": ["Fe", "O", "S", "O", "O", "O", "C", "C", "C", "P", "C", "C", "C", "C", "C", "C", "H", "H", "H", "H", "H", "H", "H", "H", "H", "H", "H", "H", "H", "H", "H", "H", "H", "H", "H", "H", "H", "Se", "C", "N", "C", "C", "C", "O", "P", "S", "S", "O", "C", "C", "C", "H", "H", "H", "H", "H", "H", "H", "H", "H", "H", "H", "H", "H", "H"], "xyz": [[-0.690, 0.741, 1.479], [-3.414, 1.224, 4.078], [-2.941, 0.654, 2.852], [-3.823, -0.293, 2.208], [-1.543, -0.003, 3.039], [-2.499, 1.722, 1.841], [-2.289, 3.539, -2.346], [-2.155, 2.996, -0.919], [-1.304, 3.945, -0.085], [-1.602, 1.234, -0.794], [-0.396, 0.808, -2.112], [0.828, 1.708, -1.994], [-0.872, 0.701, -3.558], [-3.125, 0.207, -0.982], [-2.774, -1.274, -1.093], [-4.111, 0.629, -2.070], [-2.768, 4.520, -2.311], [-2.880, 2.901, -2.999], [-1.308, 3.677, -2.806], [-3.148, 2.955, -0.456], [-0.278, 4.002, -0.452], [-1.282, 3.653, 0.963], [-1.731, 4.948, -0.143], [-0.082, -0.196, -1.800], [0.622, 2.720, -2.353], [1.638, 1.296, -2.599], [1.180, 1.785, -0.964], [-1.223, 1.652, -3.959], [-1.666, -0.035, -3.672], [-0.034, 0.370, -4.174], [-3.616, 0.351, -0.014], [-2.218, -1.504, -2.005], [-3.697, -1.855, -1.105], [-2.181, -1.612, -0.246], [-3.696, 0.545, -3.076], [-4.463, 1.649, -1.928], [-4.985, -0.023, -2.020], [2.296, 4.448, 2.374], [1.351, 2.986, 2.064], [0.746, 2.016, 1.818], [2.923, -5.127, 1.534], [1.525, -4.551, 1.393], [1.072, -3.792, 2.624], [1.439, -3.796, 0.160], [1.818, -2.290, -0.153], [1.931, -2.016, -2.061], [0.423, -1.111, 0.761], [3.185, -2.164, 0.670], [3.954, -0.991, 1.054], [3.582, -0.593, 2.470], [3.842, 0.158, 0.073], [2.935, -5.846, 2.355], [3.645, -4.342, 1.744], [3.219, -5.639, 0.620], [0.819, -5.367, 1.205], [1.741, -2.964, 2.855], [1.082, -4.485, 3.468], [0.065, -3.396, 2.513], [4.982, -1.371, 1.042], [2.565, -0.206, 2.515], [4.260, 0.187, 2.817], [3.668, -1.446, 3.141], [2.830, 0.556, 0.053], [4.114, -0.150, -0.933], [4.512, 0.956, 0.399]], "charge": -1, "e_tot_ev": -181758.975, "gap_ev": [8.37, 7.17], "de_lowest_kj_mol": 32.8, "multiplicity": 6}

---

{"formula": "C16H35N7O7P2Y", "method": "ωB97M-V/def2-TZVPD", "elements": ["Y", "C", "N", "C", "P", "O", "O", "P", "O", "N", "C", "C", "N", "C", "C", "N", "C", "C", "H", "H", "H", "H", "H", "H", "H", "H", "H", "H", "H", "H", "H", "H", "H", "H", "H", "H", "H", "H", "H", "H", "H", "H", "C", "C", "C", "C", "C", "C", "O", "N", "C", "O", "N", "C", "O", "H", "H", "H", "H", "H", "H", "H", "H", "H", "H", "H", "O", "N"], "xyz": [[0.070, -0.926, -0.032], [1.861, -0.577, 2.597], [2.701, 0.351, 1.848], [2.923, 1.675, 2.449], [3.143, -0.024, 0.333], [2.184, -1.118, -0.179], [2.852, 1.274, -0.590], [1.431, 1.959, -0.985], [0.379, 1.243, -0.107], [1.468, 3.524, -0.723], [2.406, 4.384, -1.473], [0.708, 4.198, 0.344], [1.283, 1.623, -2.561], [0.421, 2.447, -3.435], [1.525, 0.267, -3.037], [4.672, -0.427, 0.183], [5.183, -0.893, -1.121], [5.709, -0.034, 1.157], [2.063, -0.487, 3.665], [2.061, -1.613, 2.328], [0.774, -0.341, 2.505], [3.364, 1.560, 3.439], [1.981, 2.220, 2.539], [3.611, 2.256, 1.836], [2.934, 3.810, -2.231], [3.133, 4.820, -0.789], [1.855, 5.188, -1.959], [0.038, 3.501, 0.837], [0.119, 5.004, -0.091], [1.394, 4.625, 1.075], [0.254, 3.424, -2.989], [-0.544, 1.965, -3.594], [0.919, 2.580, -4.394], [2.490, -0.112, -2.711], [1.518, 0.268, -4.125], [0.731, -0.457, -2.745], [4.369, -1.255, -1.747], [5.868, -1.722, -0.950], [5.716, -0.095, -1.637], [5.269, 0.151, 2.133], [6.244, 0.853, 0.819], [6.416, -0.855, 1.252], [-4.657, 0.020, 2.156], [-4.740, -1.502, 2.222], [-4.288, -2.227, 0.938], [-4.605, -3.761, 1.042], [-4.152, -4.640, -0.116], [-5.081, -1.633, -0.263], [-6.255, -1.704, -0.346], [-4.342, -0.825, -1.229], [-3.025, -0.936, -1.384], [-2.179, -0.184, -1.822], [-2.538, -2.152, -0.737], [-2.847, -2.044, 0.682], [-1.936, -1.653, 1.388], [-4.965, 0.444, 3.110], [-5.326, 0.431, 1.399], [-3.641, 0.375, 1.961], [-5.768, -1.812, 2.406], [-4.137, -1.891, 3.044], [-5.691, -3.789, 1.139], [-4.185, -4.108, 1.987], [-4.508, -4.273, -1.082], [-4.571, -5.636, 0.014], [-3.067, -4.766, -0.155], [-4.855, -0.078, -1.689], [-0.704, -3.259, -0.519], [-1.430, -2.632, -1.282]], "charge": 3, "e_tot_ev": -61523.709, "gap_ev": 6.95, "de_lowest_kj_mol": 88.9, "multiplicity": 1}